[1]
Density functional theory data (ωB97M-V/def2-TZVPD) for a structure of composition C19H14BrF5MgNO.

Cartesian coordinates (Å):
1 Mg -0.662 0.664 0.388
2 C -4.017 0.204 2.131
3 C -2.955 1.180 1.718
4 C -1.907 1.515 2.584
5 C -0.951 2.463 2.222
6 C -1.010 3.082 0.971
7 C -2.039 2.742 0.088
8 C -2.994 1.799 0.461
9 H -4.843 0.745 2.596
10 H -3.639 -0.513 2.858
11 H -4.420 -0.334 1.274
12 H -1.845 1.034 3.552
13 H -0.157 2.716 2.912
14 H -0.261 3.805 0.677
15 H -2.066 3.174 -0.903
16 H -3.777 1.535 -0.240
17 C 4.529 -0.831 1.983
18 C 3.092 -1.206 1.764
19 C 2.663 -2.527 1.710
20 C 1.326 -2.826 1.493
21 C 0.464 -1.767 1.343
22 Br -1.374 -2.032 0.976
23 N 0.835 -0.490 1.374
24 C 2.129 -0.224 1.582
25 H 5.140 -1.708 2.184
26 H 4.624 -0.147 2.827
27 H 4.936 -0.330 1.104
28 H 3.376 -3.333 1.829
29 H 0.967 -3.843 1.433
30 H 2.412 0.823 1.590
31 F 0.625 -1.367 -6.403
32 C 0.419 -0.915 -5.167
33 C 0.931 -1.606 -4.082
34 F 1.632 -2.722 -4.275
35 C 0.710 -1.132 -2.804
36 F 1.206 -1.808 -1.747
37 C -0.018 0.033 -2.560
38 O -0.210 0.466 -1.335
39 C -0.521 0.704 -3.673
40 F -1.235 1.826 -3.477
41 C -0.310 0.243 -4.959
42 F -0.805 0.908 -6.001

For the HOMO-LUMO gap, the calculation gives 7.5 eV. The charge is +1. The relative energy (zero: lowest compared OMol25 entry of this formula, charge and spin) is 0.7 kJ/mol.



[2]
Density functional theory data (ωB97M-V/def2-TZVPD) for a structure of composition C19H14BrF6N5O2PPtS.

Cartesian coordinates (Å):
1 Pt -0.733 -0.154 -2.074
2 S -3.944 -0.636 -1.260
3 C 0.103 2.703 0.393
4 N 0.147 3.727 1.032
5 N 0.306 3.975 2.338
6 C 0.436 3.012 3.352
7 C 0.037 1.691 3.193
8 C 0.216 0.796 4.243
9 C 0.763 1.211 5.444
10 C 1.140 2.540 5.601
11 C 0.987 3.437 4.562
12 N -0.247 1.801 -0.396
13 N 0.566 0.940 -1.045
14 C 1.873 0.672 -0.702
15 C 2.594 -0.158 -1.580
16 C 3.903 -0.483 -1.302
17 C 4.517 -0.001 -0.150
18 C 3.808 0.814 0.725
19 C 2.498 1.158 0.460
20 H 0.483 4.941 2.538
21 H -0.432 1.334 2.286
22 H -0.086 -0.232 4.100
23 H 0.895 0.508 6.255
24 H 1.567 2.879 6.535
25 H 1.299 4.469 4.678
26 H 2.114 -0.526 -2.475
27 H 4.447 -1.122 -1.983
28 H 5.541 -0.268 0.072
29 H 4.274 1.171 1.633
30 H 1.967 1.750 1.188
31 Br -5.965 -0.139 -1.941
32 C -3.358 -1.519 -2.679
33 C -4.125 -2.455 -3.358
34 C -3.596 -3.097 -4.461
35 C -2.313 -2.787 -4.884
36 C -1.603 -1.861 -4.159
37 N -2.108 -1.245 -3.079
38 C -0.215 -1.413 -4.538
39 O 0.314 -1.775 -5.556
40 O 0.336 -0.594 -3.670
41 H -5.123 -2.673 -3.010
42 H -4.186 -3.835 -4.989
43 H -1.847 -3.232 -5.751
44 F -1.442 -2.861 -0.780
45 P -1.022 -2.239 0.656
46 F -2.509 -2.480 1.190
47 F 0.437 -1.885 0.063
48 F -0.633 -1.496 2.026
49 F -0.520 -3.648 1.187
50 F -1.561 -0.715 0.075

For the HOMO-LUMO gap (alpha / beta), the calculation gives 7.5 / 6.1 eV. As for the spin multiplicity: 2. The relative energy (zero: lowest compared OMol25 entry of this formula, charge and spin) is 0.0 kJ/mol.



[3]
Density functional theory data (ωB97M-V/def2-TZVPD) for a structure of composition C19H14BrN2O3S4Sn.

Cartesian coordinates (Å):
1 Sn -0.439 0.614 -0.556
2 O -0.871 2.144 3.565
3 C 0.344 2.100 4.116
4 C 0.499 2.601 5.410
5 C 1.720 2.553 6.043
6 C 2.827 2.032 5.391
7 C 2.689 1.545 4.104
8 C 1.460 1.562 3.457
9 C 1.323 0.987 2.060
10 O 0.240 1.467 1.391
11 N 1.268 -0.479 2.210
12 N 1.115 -1.196 1.119
13 C 0.759 -2.428 1.206
14 C 0.597 -3.303 0.096
15 Br 0.480 -2.520 -1.643
16 C 0.468 -4.644 0.158
17 C 0.853 -5.493 1.275
18 C 2.012 -5.233 2.010
19 C 2.501 -6.161 2.911
20 C 1.828 -7.354 3.128
21 C 0.655 -7.605 2.434
22 C 0.180 -6.694 1.511
23 H -0.738 1.901 2.607
24 H -0.376 3.014 5.888
25 H 1.805 2.939 7.049
26 H 3.784 2.001 5.892
27 H 3.546 1.131 3.587
28 H 2.249 1.186 1.491
29 H 0.823 -0.815 3.067
30 H 0.536 -2.876 2.179
31 H 0.136 -5.160 -0.734
32 H 2.564 -4.324 1.826
33 H 3.433 -5.959 3.418
34 H 2.227 -8.086 3.817
35 H 0.120 -8.532 2.586
36 H -0.724 -6.897 0.956
37 O -7.334 1.867 -0.865
38 C -6.153 1.697 -0.729
39 S -4.924 2.852 -1.235
40 C -3.511 1.899 -0.790
41 C -3.746 0.705 -0.219
42 S -2.566 -0.467 0.306
43 S -5.433 0.258 0.002
44 S -1.963 2.583 -1.157

For the HOMO-LUMO gap, the calculation gives 6.1 eV. The charge is -1. The relative energy (zero: lowest compared OMol25 entry of this formula, charge and spin) is 0.2 kJ/mol.



[4]
Density functional theory data (ωB97M-V/def2-TZVPD) for the ion C19H14BrN2O4 with charge -1.

Cartesian coordinates (Å):
1 C 3.473 2.963 2.605
2 C 3.420 1.930 1.717
3 C 2.097 1.298 1.441
4 C 1.692 0.104 2.025
5 C 0.464 -0.483 1.742
6 C 0.064 -1.796 2.383
7 N 0.224 -2.895 1.427
8 C 0.458 -4.185 2.054
9 C -0.360 0.160 0.822
10 C 0.035 1.371 0.221
11 C 1.259 1.958 0.531
12 C 1.765 3.283 -0.067
13 O 2.645 3.153 -0.940
14 O 1.276 4.307 0.437
15 C -0.907 1.956 -0.782
16 O -1.188 3.124 -0.890
17 C -1.545 0.922 -1.670
18 C -1.732 1.149 -3.020
19 C -2.283 0.141 -3.798
20 N -2.478 0.316 -5.196
21 C -2.650 -1.075 -3.227
22 C -2.477 -1.281 -1.870
23 Br -2.963 -2.965 -1.147
24 C -1.925 -0.280 -1.079
25 C -1.671 -0.409 0.394
26 O -2.482 -0.905 1.148
27 H 3.827 3.944 2.294
28 H 3.103 2.821 3.617
29 H 4.300 1.519 1.230
30 H 2.336 -0.430 2.716
31 H 0.755 -1.952 3.212
32 H -0.967 -1.734 2.736
33 H -0.555 -2.936 0.786
34 H 0.096 -4.984 1.404
35 H -0.075 -4.287 3.009
36 H 1.524 -4.356 2.218
37 H -1.429 2.096 -3.447
38 H -1.733 0.898 -5.565
39 H -2.334 -0.586 -5.637
40 H -3.058 -1.875 -3.832

For the HOMO-LUMO gap, the calculation gives 6.9 eV. The charge is -1.



[5]
Density functional theory data (ωB97M-V/def2-TZVPD) for a structure of composition C19H14Cl5N4Pd.

Cartesian coordinates (Å):
1 Pd -0.028 0.274 -0.127
2 Cl -3.406 1.413 -0.767
3 C -2.932 1.251 0.870
4 C -1.658 0.742 1.141
5 C -1.209 0.590 2.448
6 Cl 0.418 -0.033 2.560
7 C -1.965 0.926 3.536
8 Cl -1.413 0.755 5.114
9 C -3.291 1.454 3.261
10 Cl -4.261 1.876 4.528
11 C -3.764 1.616 1.908
12 Cl -5.303 2.243 1.631
13 N 2.439 -1.607 -0.964
14 C 1.907 -2.765 -0.593
15 C 2.762 -3.856 -0.281
16 C 2.257 -5.123 -0.119
17 C 0.890 -5.346 -0.268
18 C -0.016 -4.268 -0.499
19 C -1.398 -4.493 -0.639
20 C -2.230 -3.419 -0.832
21 C -1.680 -2.139 -0.809
22 N -0.377 -1.887 -0.666
23 C 0.461 -2.950 -0.576
24 H 1.881 -0.908 -1.435
25 H 3.444 -1.502 -1.031
26 H 3.831 -3.681 -0.240
27 H 2.923 -5.951 0.081
28 H 0.493 -6.351 -0.194
29 H -1.786 -5.504 -0.602
30 H -3.294 -3.543 -0.971
31 H -2.329 -1.276 -0.903
32 C 2.693 5.115 0.583
33 N 1.773 4.111 0.030
34 C 0.932 4.293 -1.039
35 C 0.261 3.125 -1.211
36 N 0.696 2.230 -0.252
37 C 1.606 2.867 0.480
38 H 2.658 5.995 -0.051
39 H 3.706 4.721 0.589
40 H 2.385 5.384 1.589
41 H 0.886 5.223 -1.579
42 H -0.486 2.877 -1.945
43 H 2.144 2.459 1.320

For the HOMO-LUMO gap (alpha / beta), the calculation gives 7.9 / 5.0 eV. The charge is +3. As for the spin multiplicity: 5. The relative energy (zero: lowest compared OMol25 entry of this formula, charge and spin) is 0.0 kJ/mol.



[6]
Density functional theory data (ωB97M-V/def2-TZVPD) for a structure of composition C19H14ClI2NO2Se4V.

Cartesian coordinates (Å):
1 V -0.413 0.228 0.184
2 Cl 5.913 -1.781 4.049
3 C 4.554 -1.258 3.065
4 C 4.051 0.035 3.217
5 C 2.995 0.452 2.446
6 C 2.390 -0.395 1.478
7 O 1.442 0.085 0.760
8 C 2.901 -1.716 1.367
9 C 2.340 -2.738 0.476
10 O 1.396 -2.642 -0.272
11 C 3.984 -2.116 2.161
12 H 4.500 0.701 3.943
13 H 2.578 1.446 2.545
14 H 2.881 -3.714 0.544
15 H 4.362 -3.127 2.057
16 I 3.635 0.294 -2.169
17 C 2.672 1.042 -3.792
18 I -0.096 2.481 -1.449
19 H 2.502 0.361 -4.611
20 H 2.007 1.868 -3.593
21 Se -0.746 1.912 2.820
22 Se -2.425 1.394 1.304
23 Se -3.751 -0.188 2.543
24 Se -5.216 -1.146 1.024
25 C -0.969 -2.698 3.411
26 C -1.828 -3.606 2.823
27 C -2.178 -3.475 1.493
28 C -1.642 -2.423 0.761
29 N -0.855 -1.522 1.357
30 C -0.519 -1.639 2.636
31 C -1.819 -2.222 -0.700
32 C -2.434 -3.166 -1.509
33 C -2.476 -2.972 -2.882
34 C -1.900 -1.837 -3.435
35 C -1.293 -0.889 -2.615
36 C -1.238 -1.067 -1.235
37 H -0.683 -2.764 4.452
38 H -2.248 -4.416 3.409
39 H -2.876 -4.155 1.029
40 H 0.088 -0.844 3.049
41 H -2.892 -4.049 -1.080
42 H -2.961 -3.705 -3.516
43 H -1.929 -1.685 -4.509
44 H -0.864 0.001 -3.057

For the HOMO-LUMO gap (alpha / beta), the calculation gives 4.7 / 4.7 eV. The charge is -2. As for the spin multiplicity: 4. The relative energy (zero: lowest compared OMol25 entry of this formula, charge and spin) is 102.1 kJ/mol.



no.,E_tot (Ha)
1,-4135.7129
2,-5188.8843
3,-5448.8465
4,-3716.9099
5,-3379.2028
6,-12543.1143